DFT (ωB97M-V/def2-TZVPD) results for a structure of composition C20H36CaCl2N4O2Si.

Atoms and positions in Å:
1 Ca 0.555 -0.923 -0.212
2 C -0.572 -1.879 -4.034
3 C -0.223 -3.117 -3.226
4 N -0.297 -2.948 -1.772
5 C -1.489 -3.490 -1.115
6 C -2.448 -2.413 -0.647
7 N -1.822 -1.599 0.406
8 C -2.765 -0.662 1.047
9 C -3.044 0.598 0.239
10 C -1.985 1.679 0.387
11 N -0.745 1.456 -0.378
12 C -0.778 2.024 -1.728
13 C -0.873 0.956 -2.793
14 N 0.306 0.090 -2.729
15 C 0.446 -0.751 -3.931
16 H -1.575 -1.523 -3.781
17 H -0.629 -2.175 -5.086
18 H 0.801 -3.411 -3.471
19 H -0.863 -3.952 -3.534
20 H 0.530 -3.347 -1.344
21 H -1.168 -4.084 -0.254
22 H -2.016 -4.180 -1.783
23 H -3.380 -2.866 -0.282
24 H -2.716 -1.760 -1.482
25 H -1.528 -2.247 1.137
26 H -2.322 -0.377 2.004
27 H -3.702 -1.184 1.274
28 H -3.992 1.010 0.599
29 H -3.220 0.357 -0.814
30 H -1.704 1.758 1.439
31 H -2.408 2.653 0.113
32 H -0.004 1.901 0.157
33 H 0.134 2.611 -1.886
34 H -1.610 2.729 -1.836
35 H -0.977 1.415 -3.787
36 H -1.772 0.355 -2.633
37 H 1.121 0.699 -2.705
38 H 1.451 -1.181 -3.927
39 H 0.379 -0.119 -4.826
40 C 0.557 -0.253 3.750
41 Si 1.438 0.498 2.231
42 C 3.260 0.517 2.798
43 C 0.975 2.357 2.334
44 C 0.008 2.868 3.210
45 C -0.364 4.209 3.198
46 C 0.227 5.091 2.305
47 C 1.200 4.620 1.432
48 C 1.558 3.279 1.450
49 H 0.841 0.259 4.677
50 H 0.851 -1.302 3.849
51 H -0.536 -0.229 3.683
52 H 3.360 0.999 3.776
53 H 3.894 1.066 2.094
54 H 3.659 -0.499 2.885
55 H -0.461 2.200 3.924
56 H -1.115 4.564 3.895
57 H -0.061 6.135 2.295
58 H 1.682 5.301 0.739
59 H 2.321 2.934 0.754
60 Cl 5.296 -2.930 -0.160
61 C 3.783 -2.071 0.033
62 Cl 3.168 -1.571 -1.646
63 C 2.722 -2.855 0.865
64 O 3.126 -3.332 1.900
65 O 1.530 -2.833 0.390
66 H 3.984 -1.127 0.531

The energy above the lowest of the compared OMol25 structures with the same formula, charge and spin is 21.0 kJ/mol. The frontier orbital gap is 6.74 eV. Its HOMO energy is -6.46 eV. For the total energy, the calculation gives -3040.7950 hartree. The value obtained for the maximum force is 1.075 eV/Å.

DFT (ωB97M-V/def2-TZVPD) results for a structure of composition C20H36N6O9OsP2.

Atoms and positions in Å:
1 Os -0.476 0.980 0.609
2 O -2.308 4.277 -0.741
3 C -1.806 3.422 -0.090
4 O -1.267 2.286 -0.599
5 C -1.706 3.451 1.410
6 C -2.072 4.479 2.246
7 C -1.849 4.324 3.613
8 C -1.274 3.155 4.106
9 C -0.940 2.164 3.212
10 N -1.168 2.332 1.907
11 C -0.259 0.852 3.497
12 O 0.150 0.557 4.580
13 O -0.171 0.099 2.403
14 H -2.518 5.369 1.824
15 H -2.115 5.121 4.295
16 H -1.082 2.997 5.159
17 C -0.729 -3.023 1.959
18 N -0.945 -3.157 0.520
19 C -0.509 -4.422 -0.056
20 P -1.893 -2.120 -0.334
21 O -2.025 -0.792 0.340
22 O -1.198 -2.063 -1.776
23 P -0.344 -0.776 -2.327
24 O 0.148 -0.018 -1.115
25 N -1.363 0.051 -3.271
26 C -2.608 0.592 -2.719
27 C -1.411 -0.146 -4.723
28 N 0.866 -1.420 -3.162
29 C 0.725 -2.617 -3.991
30 C 2.177 -0.764 -3.207
31 N -3.353 -2.765 -0.698
32 C -3.533 -3.821 -1.689
33 C -4.390 -2.702 0.336
34 H 0.342 -3.082 2.170
35 H -1.222 -3.839 2.494
36 H -1.095 -2.070 2.314
37 H 0.557 -4.560 0.139
38 H -0.667 -4.436 -1.132
39 H -1.043 -5.260 0.399
40 H -2.540 0.713 -1.645
41 H -3.447 -0.071 -2.944
42 H -2.800 1.570 -3.159
43 H -0.436 -0.435 -5.103
44 H -1.691 0.798 -5.189
45 H -2.149 -0.903 -4.999
46 H -0.283 -3.020 -3.921
47 H 1.431 -3.379 -3.659
48 H 0.933 -2.383 -5.036
49 H 2.205 0.073 -2.514
50 H 2.387 -0.402 -4.215
51 H 2.948 -1.481 -2.923
52 H -2.810 -3.720 -2.493
53 H -4.536 -3.736 -2.109
54 H -3.442 -4.814 -1.239
55 H -4.238 -1.832 0.969
56 H -4.393 -3.606 0.952
57 H -5.362 -2.618 -0.149
58 O 1.614 2.832 1.781
59 C 2.235 1.778 1.558
60 O 1.857 0.818 0.840
61 C 3.577 1.589 2.288
62 N 4.029 2.973 2.688
63 C 5.119 3.355 1.729
64 C 5.846 2.037 1.517
65 C 4.716 0.999 1.442
66 H 3.353 1.021 3.192
67 H 4.366 3.002 3.648
68 H 3.169 3.545 2.603
69 H 5.725 4.151 2.152
70 H 4.638 3.710 0.819
71 H 6.501 1.836 2.367
72 H 6.462 2.053 0.621
73 H 5.031 0.028 1.812
74 H 4.365 0.868 0.420

The energy above the lowest of the compared OMol25 structures with the same formula, charge and spin is 13.6 kJ/mol. As for the multiplicity: 5. The frontier orbital gap (alpha / beta) is 7.58 / 5.78 eV. Its HOMO energy (alpha / beta) is -13.58 / -13.58 eV. For the total energy, the calculation gives -2562.4771 hartree. The charge is +2. The value obtained for the maximum force is 1.830 eV/Å.

- Look up the maximum force of the second one.
  1.830 eV/Å